Computed, not measured: a molecular structure, C30H47N14O2PRu in a non-equilibrium geometry, with ωB97M-V/def2-TZVPD.

```
! RIJCOSX wB97M-V def2-TZVPD def2/J DEFGRID3
* xyz 3 2
Ru 1.02 -0.21 0.59
N 1.36 2.09 0.33
C 2.54 2.50 1.11
C 3.68 1.56 0.77
N 3.30 0.17 1.04
C 3.64 -0.36 2.36
C 2.56 -0.05 3.37
N 1.28 -0.56 2.84
H 1.56 2.24 -0.65
H 0.56 2.65 0.57
H 2.28 2.48 2.16
H 2.86 3.52 0.87
H 4.57 1.85 1.33
H 3.91 1.65 -0.29
H 3.75 -0.42 0.35
H 4.59 0.03 2.72
H 3.74 -1.44 2.27
H 2.46 1.02 3.53
H 2.83 -0.50 4.32
H 0.51 -0.29 3.44
H 1.31 -1.58 2.83
C 0.02 1.11 -4.82
N 0.66 0.55 -3.63
C 0.13 0.19 -2.46
N 1.10 -0.22 -1.65
C 2.23 -0.08 -2.40
N 2.00 0.38 -3.60
C -0.25 2.60 -4.71
C 0.31 3.48 -5.64
C 0.08 4.86 -5.57
C -0.72 5.37 -4.57
C -1.30 4.48 -3.64
C -1.06 3.10 -3.72
C -2.13 5.00 -2.62
N -2.54 6.27 -2.46
N -3.27 6.31 -1.37
C -3.30 5.07 -0.86
O -2.59 4.22 -1.62
C -3.91 4.64 0.34
C -4.58 5.57 1.16
C -5.14 5.13 2.34
C -5.02 3.80 2.72
C -4.35 2.86 1.91
C -4.24 1.42 2.36
N -3.13 0.70 1.75
C -1.82 0.95 1.84
N -1.16 0.10 1.07
C -2.15 -0.66 0.50
N -3.35 -0.31 0.89
C -3.81 3.28 0.72
H -0.91 0.57 -5.00
H 0.70 0.92 -5.65
H -0.92 0.21 -2.23
H 3.22 -0.35 -2.07
H 0.93 3.09 -6.44
H 0.52 5.52 -6.30
H -0.91 6.43 -4.48
H -1.55 2.44 -3.01
H -4.64 6.60 0.86
H -5.67 5.82 2.98
H -5.47 3.47 3.65
H -5.14 0.88 2.09
H -4.14 1.37 3.45
H -1.38 1.72 2.46
H -1.97 -1.46 -0.19
H -3.32 2.58 0.06
C -0.02 -3.86 -1.61
N 0.02 -4.45 -0.28
C -0.59 -5.77 -0.17
P 1.13 -3.89 0.82
O 1.27 -2.41 0.65
N 0.57 -4.29 2.31
C -0.76 -3.80 2.66
C 1.06 -5.37 3.17
N 2.60 -4.62 0.65
C 2.69 -6.07 0.47
C 3.70 -3.89 0.02
H -1.05 -3.80 -1.95
H 0.53 -4.47 -2.34
H 0.42 -2.86 -1.59
H -1.64 -5.71 -0.43
H -0.51 -6.14 0.85
H -0.12 -6.49 -0.85
H -1.04 -2.97 2.00
H -0.77 -3.45 3.69
H -1.52 -4.59 2.57
H 2.09 -5.60 2.93
H 0.45 -6.27 3.07
H 1.02 -5.05 4.21
H 1.81 -6.58 0.88
H 3.57 -6.45 0.98
H 2.78 -6.34 -0.59
H 3.53 -2.82 0.11
H 3.80 -4.15 -1.04
H 4.64 -4.15 0.52
*
```

- Energy relative to the best compared isomer or geometry (same formula, charge and spin): 8.1 kcal per mole
- Molar mass: 767.85 g/mol